Molecular formula: C17H45FIN6O9P3S
Method: DFT, ωB97M-V/def2-TZVPD

SMILES	O=CO[C@](CCCI)(P(=O)(O)O)S(=O)(=O)F.CN(C)P(=O)(N(C)C)N(C)C.CN(C)P(=O)(N(C)C)N(C)C
E_tot	-95244.58686	eV
LUMO	-0.005	eV
gap between HOMO and LUMO	7.9	eV

```
! RIJCOSX wB97M-V def2-TZVPD def2/J DEFGRID3
* xyz 0 1
O 1.285 4.629 0.178
C 1.627 3.701 -0.490
O 0.837 3.095 -1.470
C -0.155 2.194 -0.973
C -1.397 3.050 -0.633
C -2.535 2.395 0.187
C -3.567 1.580 -0.645
I -3.935 -0.386 0.144
P 0.465 1.177 0.462
O 0.349 1.889 1.730
O 1.963 0.702 0.175
O -0.383 -0.161 0.572
S -0.506 1.132 -2.439
O 0.751 0.886 -3.056
O -1.255 -0.013 -2.083
F -1.339 1.984 -3.454
H 2.639 3.286 -0.382
H -1.092 3.951 -0.109
H -1.849 3.378 -1.572
H -2.197 1.803 1.035
H -3.104 3.223 0.611
H -3.280 1.546 -1.690
H -4.532 2.071 -0.580
H 1.922 -0.042 -0.449
H -0.606 -0.254 1.515
C 5.485 -3.427 -3.872
N 4.722 -3.783 -5.058
C 5.291 -4.982 -5.661
P 2.994 -3.882 -4.983
O 2.859 -4.930 -3.896
N 2.222 -2.584 -4.168
C 2.886 -1.387 -3.707
C 1.160 -2.954 -3.239
N 2.830 -2.973 -6.517
C 1.978 -3.671 -7.492
C 3.935 -2.333 -7.212
H 6.551 -3.414 -4.109
H 5.331 -4.121 -3.037
H 5.249 -2.419 -3.535
H 4.786 -5.209 -6.608
H 5.188 -5.857 -5.008
H 6.348 -4.833 -5.889
H 3.414 -1.556 -2.755
H 2.156 -0.590 -3.548
H 3.598 -0.999 -4.438
H 1.556 -3.269 -2.263
H 0.562 -3.771 -3.636
H 0.486 -2.108 -3.084
H 2.482 -4.543 -7.925
H 1.680 -3.003 -8.302
H 1.060 -4.020 -7.006
H 4.598 -3.044 -7.720
H 4.534 -1.721 -6.546
H 3.519 -1.661 -7.969
C -4.989 1.073 4.848
N -3.793 0.648 5.560
C -3.788 -0.805 5.680
P -2.241 1.239 5.077
O -2.238 0.757 3.631
N -2.164 2.924 4.772
C -3.218 3.871 5.045
C -1.442 3.288 3.561
N -1.779 1.558 6.778
C -0.488 0.945 7.130
C -2.689 1.453 7.907
H -5.869 0.601 5.292
H -4.968 0.819 3.781
H -5.152 2.145 4.948
H -2.942 -1.135 6.295
H -3.704 -1.296 4.703
H -4.697 -1.154 6.173
H -3.992 3.857 4.265
H -2.811 4.885 5.090
H -3.690 3.697 6.014
H -2.072 3.185 2.671
H -0.577 2.656 3.433
H -1.082 4.319 3.612
H -0.568 -0.144 7.232
H -0.102 1.354 8.065
H 0.252 1.158 6.352
H -2.925 0.417 8.180
H -3.620 1.982 7.729
H -2.217 1.929 8.772
*
```



Molecular formula: C17H46F6N5O5P
Method: DFT, ωB97M-V/def2-TZVPD

E_tot	-61624.25546	eV
LUMO	-9.205	eV
gap between HOMO and LUMO	10.1	eV

```
! RIJCOSX wB97M-V def2-TZVPD def2/J DEFGRID3
* xyz 4 1
C 5.423 2.480 10.889
C 4.132 1.805 11.305
O 3.965 1.278 12.344
N 3.027 1.746 10.300
H 3.415 2.076 9.412
H 2.781 0.758 10.160
C 1.822 2.620 10.655
H 6.119 1.690 10.603
H 5.823 3.065 11.712
H 5.318 3.189 10.068
H 1.160 2.500 9.798
H 2.096 3.666 10.734
H 1.411 2.153 11.544
C 11.089 3.882 5.824
C 10.103 3.752 4.728
O 9.557 2.752 4.421
N 9.976 4.893 3.703
H 9.361 5.666 3.960
H 10.933 5.266 3.675
C 9.497 4.462 2.321
H 12.082 3.506 5.573
H 10.685 3.461 6.739
H 11.304 4.954 5.939
H 9.305 5.377 1.775
H 8.581 3.912 2.545
H 10.117 3.692 1.873
C 5.464 2.228 15.630
C 6.280 3.414 16.047
O 6.096 4.107 16.975
N 7.583 3.639 15.278
H 8.348 3.701 15.961
H 7.785 2.820 14.701
C 7.624 4.909 14.425
H 5.681 1.844 14.631
H 4.437 2.579 15.496
H 5.509 1.461 16.400
H 7.144 4.704 13.476
H 8.571 5.433 14.358
H 6.997 5.577 15.020
C 6.017 8.471 10.159
C 6.323 8.967 8.802
O 6.803 10.005 8.523
N 6.396 7.912 7.678
H 6.974 8.473 7.045
H 6.840 7.044 8.008
C 5.002 7.740 7.092
H 5.766 7.405 10.124
H 5.075 8.905 10.509
H 6.798 8.531 10.912
H 5.154 7.099 6.223
H 4.454 8.648 6.879
H 4.533 7.033 7.775
C 13.215 4.544 10.658
N 12.619 4.003 11.906
C 13.727 3.478 12.785
C 12.025 5.174 12.675
C 11.548 2.939 11.738
C 11.764 2.108 10.487
O 12.985 1.438 10.509
H 13.811 5.430 10.890
H 12.391 4.895 10.043
H 13.946 3.833 10.282
H 14.170 2.576 12.370
H 13.368 3.378 13.805
H 14.540 4.206 12.814
H 11.477 5.738 11.923
H 12.821 5.740 13.145
H 11.334 4.815 13.434
H 10.538 3.313 11.856
H 11.757 2.288 12.592
H 11.676 2.823 9.660
H 10.927 1.429 10.314
H 13.279 1.146 9.641
P 8.497 5.070 9.772
F 8.293 6.501 8.971
F 8.575 4.284 8.349
F 10.095 5.164 9.789
F 8.480 3.686 10.607
F 8.569 5.953 11.150
F 6.856 5.072 9.789
*
```



Molecular formula: C17H46N13O8
Method: DFT, ωB97M-V/def2-TZVPD

energy above the lowest of the compared OMol25 structures with the same formula, charge and spin	11.85	kcal/mol
E_tot	-54130.46324	eV
LUMO (spin up / spin down)	0.291 / 0.289	eV
gap between HOMO and LUMO (spin up / spin down)	8.6 / 9.4	eV

```
! RIJCOSX wB97M-V def2-TZVPD def2/J DEFGRID3
* xyz 0 2
C 2.748 -2.907 0.170
C 2.059 -1.528 0.252
C 2.890 -0.744 1.271
C 0.613 -1.751 0.768
C -0.552 -0.941 0.119
C -1.783 -1.854 -0.009
C -3.089 -1.070 0.081
O -3.081 -0.033 1.058
C -0.247 -0.337 -1.263
C 1.170 0.208 -1.334
C 1.341 1.386 -0.379
C 1.426 0.735 -2.776
N 2.122 -0.916 -1.112
O 1.925 -1.812 -2.028
H 3.026 -3.162 1.186
H 3.647 -2.863 -0.434
H 2.067 -3.667 -0.183
H 3.849 -0.533 0.810
H 3.011 -1.320 2.177
H 2.389 0.183 1.541
H 0.612 -1.470 1.818
H 0.393 -2.809 0.756
H -0.797 -0.122 0.779
H -1.729 -2.357 -0.970
H -1.777 -2.640 0.743
H -3.872 -1.776 0.358
H -3.355 -0.707 -0.909
H -3.565 -0.401 1.815
H -0.479 -0.995 -2.092
H -0.897 0.532 -1.362
H 2.387 1.671 -0.322
H 0.783 2.210 -0.796
H 0.917 1.191 0.599
H 1.637 1.799 -2.744
H 0.561 0.597 -3.414
H 2.302 0.271 -3.208
C 5.860 -3.594 2.858
O 4.718 -3.307 2.534
N 6.927 -2.845 2.470
N 6.145 -4.687 3.632
H 7.873 -3.051 2.725
H 6.740 -2.037 1.897
H 5.373 -5.254 3.929
H 7.073 -4.943 3.909
C 6.618 1.288 0.985
O 6.908 0.240 1.540
N 5.340 1.762 0.925
N 7.561 2.072 0.382
H 5.092 2.625 0.480
H 4.617 1.211 1.351
H 8.511 1.751 0.410
H 7.352 2.937 -0.079
C -0.850 4.742 0.010
O 0.203 4.396 -0.501
N -2.052 4.208 -0.359
N -0.907 5.686 0.997
H -2.928 4.467 0.054
H -2.041 3.508 -1.077
H -0.040 6.095 1.291
H -1.760 5.982 1.433
C -7.339 0.202 3.025
O -8.220 -0.249 3.731
N -6.439 1.136 3.464
N -7.173 -0.177 1.718
H -5.713 1.522 2.889
H -6.526 1.446 4.414
H -7.813 -0.857 1.351
H -6.449 0.185 1.125
C -7.259 3.798 0.064
O -6.206 4.089 0.608
N -7.702 4.440 -1.059
N -8.069 2.804 0.530
H -8.562 4.218 -1.523
H -7.126 5.175 -1.425
H -7.766 2.318 1.355
H -8.934 2.537 0.099
C 0.439 -3.767 -5.132
O -0.392 -4.431 -4.533
N 1.149 -2.770 -4.536
N 0.715 -3.980 -6.459
H 1.830 -2.212 -5.013
H 0.976 -2.589 -3.560
H 0.207 -4.709 -6.922
H 1.392 -3.451 -6.975
*
```



Question: E_tot of number 1 (C17H45FIN6O9P3S)?
Answer: -95244.58686 eV



Please write out number 1 again, unchanged.
Molecular formula: C17H45FIN6O9P3S
Method: DFT, ωB97M-V/def2-TZVPD

SMILES	O=CO[C@](CCCI)(P(=O)(O)O)S(=O)(=O)F.CN(C)P(=O)(N(C)C)N(C)C.CN(C)P(=O)(N(C)C)N(C)C
E_tot	-95244.58686	eV
LUMO	-0.005	eV
gap between HOMO and LUMO	7.9	eV

```
! RIJCOSX wB97M-V def2-TZVPD def2/J DEFGRID3
* xyz 0 1
O 1.285 4.629 0.178
C 1.627 3.701 -0.490
O 0.837 3.095 -1.470
C -0.155 2.194 -0.973
C -1.397 3.050 -0.633
C -2.535 2.395 0.187
C -3.567 1.580 -0.645
I -3.935 -0.386 0.144
P 0.465 1.177 0.462
O 0.349 1.889 1.730
O 1.963 0.702 0.175
O -0.383 -0.161 0.572
S -0.506 1.132 -2.439
O 0.751 0.886 -3.056
O -1.255 -0.013 -2.083
F -1.339 1.984 -3.454
H 2.639 3.286 -0.382
H -1.092 3.951 -0.109
H -1.849 3.378 -1.572
H -2.197 1.803 1.035
H -3.104 3.223 0.611
H -3.280 1.546 -1.690
H -4.532 2.071 -0.580
H 1.922 -0.042 -0.449
H -0.606 -0.254 1.515
C 5.485 -3.427 -3.872
N 4.722 -3.783 -5.058
C 5.291 -4.982 -5.661
P 2.994 -3.882 -4.983
O 2.859 -4.930 -3.896
N 2.222 -2.584 -4.168
C 2.886 -1.387 -3.707
C 1.160 -2.954 -3.239
N 2.830 -2.973 -6.517
C 1.978 -3.671 -7.492
C 3.935 -2.333 -7.212
H 6.551 -3.414 -4.109
H 5.331 -4.121 -3.037
H 5.249 -2.419 -3.535
H 4.786 -5.209 -6.608
H 5.188 -5.857 -5.008
H 6.348 -4.833 -5.889
H 3.414 -1.556 -2.755
H 2.156 -0.590 -3.548
H 3.598 -0.999 -4.438
H 1.556 -3.269 -2.263
H 0.562 -3.771 -3.636
H 0.486 -2.108 -3.084
H 2.482 -4.543 -7.925
H 1.680 -3.003 -8.302
H 1.060 -4.020 -7.006
H 4.598 -3.044 -7.720
H 4.534 -1.721 -6.546
H 3.519 -1.661 -7.969
C -4.989 1.073 4.848
N -3.793 0.648 5.560
C -3.788 -0.805 5.680
P -2.241 1.239 5.077
O -2.238 0.757 3.631
N -2.164 2.924 4.772
C -3.218 3.871 5.045
C -1.442 3.288 3.561
N -1.779 1.558 6.778
C -0.488 0.945 7.130
C -2.689 1.453 7.907
H -5.869 0.601 5.292
H -4.968 0.819 3.781
H -5.152 2.145 4.948
H -2.942 -1.135 6.295
H -3.704 -1.296 4.703
H -4.697 -1.154 6.173
H -3.992 3.857 4.265
H -2.811 4.885 5.090
H -3.690 3.697 6.014
H -2.072 3.185 2.671
H -0.577 2.656 3.433
H -1.082 4.319 3.612
H -0.568 -0.144 7.232
H -0.102 1.354 8.065
H 0.252 1.158 6.352
H -2.925 0.417 8.180
H -3.620 1.982 7.729
H -2.217 1.929 8.772
*
```



Question: Among the records above, which one has the lowest E_tot?
Answer: C17H45FIN6O9P3S